Record 1
Computed, not measured: an isolated molecule of C2H7N3O2, with ωB97M-V/def2-TZVPD.

Element x y z (Å)
C1 2.1277 -0.8745 0.4336
O1 0.7776 -1.2876 0.4128
N1 -0.0245 -0.3740 1.1805
N2 -0.4256 0.6453 0.2904
C2 -1.6967 0.4534 -0.3685
N3 -1.5838 1.0404 -1.5739
O2 -2.6142 -0.1925 0.0696
H1 2.6603 -1.5936 -0.1850
H2 2.5264 -0.8845 1.4514
H3 2.2388 0.1287 0.0109
H4 -0.8311 -0.9509 1.4394
H5 -0.2460 1.5499 0.7116
H6 -2.3358 0.9556 -2.2388
H7 -0.5730 1.3843 -1.6338

The calculation puts the HOMO energy at -9.57 eV. Its energy above the lowest of the compared OMol25 structures with the same formula, charge and spin is 3.525 eV. Its structure (SMILES) is CONNC(N)=O. The calculation puts the frontier orbital gap at 0.38157 Eh. The total energy comes out at -10750.551 eV.

---

Record 2
Computed, not measured: the ion C2H7N3P with charge +1, with ωB97M-V/def2-TZVPD.

Element x y z (Å)
H1 -1.9034 -1.4042 -0.0927
N1 -1.0786 -1.0480 -0.4812
C1 -0.8101 -0.0271 0.1390
N2 -1.5356 0.8345 0.8485
N3 0.6333 0.3804 0.1184
C2 1.5274 -0.6735 -0.2589
P1 1.7229 0.8649 -1.2595
H2 -1.0002 1.4000 1.5941
H3 -2.4966 0.7593 1.0362
H4 0.9948 0.7952 1.0119
H5 2.3413 -1.0726 0.4879
H6 0.9084 -1.3605 -0.9016
H7 0.6962 0.5519 -2.2422

The calculation puts the HOMO energy at -14.55 eV. Its energy above the lowest of the compared OMol25 structures with the same formula, charge and spin is 3.188 eV. Its structure (SMILES) is [H]/N=C(\N)[N@H+]1CP1. The calculation puts the frontier orbital gap at 0.37482 Eh. Its net charge is +1. The total energy comes out at -15937.831 eV.

---

Record 3
Computed, not measured: a cluster of 2 separate species, C2H7N3P3 in total, with ωB97M-V/def2-TZVPD.

Element x y z (Å)
C1 0.6667 1.5037 1.2815
C2 0.3159 1.7332 2.6444
N1 -2.0401 -1.6060 -2.9986
N2 0.8503 1.4902 0.1648
N3 -0.0835 0.1945 -3.4067
P1 -2.0186 -0.2181 -3.5062
P2 -1.5287 -3.2035 -2.7070
P3 0.2016 1.5617 -2.5693
H1 1.0206 2.2310 3.2571
H2 0.3470 0.7691 3.1458
H3 -0.6874 2.1603 2.6656
H4 0.6476 -0.3771 -3.7920
H5 -2.5381 -3.4931 -1.8510
H6 -0.5872 -3.1413 -1.5107
H7 1.4588 1.1631 -2.2805

The calculation puts the HOMO energy at -13.18 eV. Its energy above the lowest of the compared OMol25 structures with the same formula, charge and spin is 1.620 eV. The calculation puts the frontier orbital gap at 0.28650 Eh. Its net charge is +1. The total energy comes out at -34515.093 eV.

---

Record 4
Computed, not measured: an isolated molecule of C2H7N3S, with ωB97M-V/def2-TZVPD.

Element x y z (Å)
C1 0.2757 -1.7200 0.2388
N1 1.0796 -0.5798 -0.2454
N2 2.3868 -0.8739 -0.5163
C2 0.6817 0.7420 -0.0486
N3 -0.4254 1.3342 0.1262
S1 -2.0136 0.6712 0.1680
H1 -0.0902 -1.5057 1.2785
H2 -0.5070 -2.0138 -0.4474
H3 0.9734 -2.5657 0.2895
H4 2.7087 -0.5097 -1.4295
H5 3.0542 -0.5882 0.1737
H6 1.5492 1.4022 -0.0356
H7 -2.5032 1.7458 0.7903

The calculation puts the HOMO energy at -8.06 eV. Its energy above the lowest of the compared OMol25 structures with the same formula, charge and spin is 1.958 eV. Its structure (SMILES) is CN(N)/C=N\S. The calculation puts the frontier orbital gap at 0.32750 Eh. The total energy comes out at -17490.954 eV.

---

Record 5
Computed, not measured: a cluster of 2 separate species, C2H7N4 in total, with ωB97M-V/def2-TZVPD.

Element x y z (Å)
C1 -1.7836 -0.5372 -0.3107
C2 0.2787 0.8568 -0.3093
N1 4.8477 -0.4918 0.1457
N2 3.7389 -0.3760 0.3810
N3 -3.0181 -0.6832 0.1478
N4 -1.0168 0.5439 -0.0019
H1 -1.6028 -1.1714 -1.1538
H2 0.6282 1.7663 0.0731
H3 0.9182 0.1477 -0.8935
H4 5.4684 0.2152 0.5865
H5 -3.6388 -1.3756 -0.1920
H6 -3.2575 -0.1084 0.9649
H7 -1.5624 1.2137 0.5622

The calculation puts the HOMO energy (spin up / spin down) at -12.46 / -10.80 eV. Its energy above the lowest of the compared OMol25 structures with the same formula, charge and spin is 4.568 eV. The calculation puts the frontier orbital gap (spin up / spin down) at 0.31027 / 0.21415 Eh. Its net charge is +1. The total energy comes out at -8137.679 eV.

---

Record 6
Computed, not measured: the ion C2H7N4 with charge +1, with ωB97M-V/def2-TZVPD.

Element x y z (Å)
N1 -2.0632 0.3012 0.0806
C1 -0.7511 0.3095 -0.0994
N2 -0.0423 1.4061 -0.0364
N3 1.2833 1.0706 0.0165
N4 1.4268 -0.4024 -0.0526
C2 0.1068 -0.8978 -0.0641
H1 -2.7036 -0.3595 -0.3169
H2 -2.3746 1.2411 0.1327
H3 1.7558 1.3881 -0.7862
H4 1.6674 1.4949 0.7940
H5 2.1513 -0.6311 0.7487
H6 -0.1787 -1.6088 0.8700
H7 -0.1172 -1.4505 -0.9316

The calculation puts the HOMO energy at -14.74 eV. Its energy above the lowest of the compared OMol25 structures with the same formula, charge and spin is 3.352 eV. Its structure (SMILES) is NC1=N[NH2+]NC1. The calculation puts the frontier orbital gap at 0.41588 Eh. Its net charge is +1. The total energy comes out at -8138.895 eV.

---

Record 7
Computed, not measured: a cluster of 2 separate species, C2H7N4 in total, with ωB97M-V/def2-TZVPD.

Element x y z (Å)
C1 -0.6992 -0.6840 0.2473
C2 -0.4163 0.6825 -0.0384
N1 2.1990 2.9425 -0.2869
N2 2.0733 2.5130 0.7633
N3 -1.8542 -1.1963 -0.3397
N4 0.0488 -1.5405 0.9335
H1 -1.3574 1.0816 -0.3812
H2 0.2480 1.2940 0.5672
H3 2.0571 2.6434 -1.1990
H4 -2.6849 -0.6384 -0.5834
H5 -2.0158 -2.1377 -0.1377
H6 0.8579 -1.1374 1.3589
H7 0.1243 -2.5632 0.8447

The calculation puts the HOMO energy (spin up / spin down) at -15.05 / -11.11 eV. Its energy above the lowest of the compared OMol25 structures with the same formula, charge and spin is 4.756 eV. The calculation puts the frontier orbital gap (spin up / spin down) at 0.43047 / 0.15261 Eh. Its net charge is +1. The total energy comes out at -8137.490 eV.

---

Record 8
Computed, not measured: the ion C2H7N4 with charge +1, with ωB97M-V/def2-TZVPD.

Element x y z (Å)
N1 -1.5753 -0.4528 -1.3305
C1 -0.7663 -0.1985 -0.3870
N2 -0.9770 0.0038 0.8616
N3 0.5870 0.4420 1.5528
N4 1.4301 -0.0805 0.6608
C2 0.7014 0.1955 -0.6257
H1 -1.1584 -0.4288 -2.2687
H2 -2.6128 -0.6716 -1.1097
H3 0.5760 1.4549 1.5812
H4 0.6209 0.0816 2.4836
H5 1.3494 -1.0956 0.8104
H6 1.1428 -0.4996 -1.4476
H7 0.6823 1.2497 -0.7812

The calculation puts the HOMO energy at -14.63 eV. Its energy above the lowest of the compared OMol25 structures with the same formula, charge and spin is 4.097 eV. Its structure (SMILES) is NC1=N[NH2+]NC1. The calculation puts the frontier orbital gap at 0.39207 Eh. Its net charge is +1. The total energy comes out at -8138.150 eV.

---

Record 9
Computed, not measured: a cluster of 2 separate species, C2H7N4 in total, with ωB97M-V/def2-TZVPD.

Element x y z (Å)
C1 0.8235 0.0328 0.0560
C2 -0.3602 -0.0016 0.7740
N1 -2.9637 0.0736 -0.2406
N2 -1.9276 -0.0114 -0.6649
N3 1.4246 -1.1478 -0.3689
N4 1.3477 1.1636 -0.4444
H1 -0.6827 -0.8651 1.1972
H2 -0.5088 0.8766 1.4470
H3 -3.7625 -0.0606 0.3971
H4 1.3228 -2.0896 -0.0237
H5 2.4242 -1.0322 -0.8192
H6 0.8112 2.0290 -0.1580
H7 2.0514 1.0328 -1.1514

The calculation puts the HOMO energy (spin up / spin down) at -10.53 / -15.15 eV. As for the expectation value of S²: 2.01. Its energy above the lowest of the compared OMol25 structures with the same formula, charge and spin is 0.827 eV. As for the spin multiplicity: 3. The calculation puts the frontier orbital gap (spin up / spin down) at 0.26307 / 0.33049 Eh. Its net charge is +1. The total energy comes out at -8136.531 eV.

---

Record 10
Computed, not measured: the ion C2H7N4O with charge +1, with ωB97M-V/def2-TZVPD.

Element x y z (Å)
N1 -0.7393 -0.6638 -1.8164
N2 -0.4113 0.4450 -1.4095
C1 0.7524 0.4627 -0.6719
C2 0.2686 0.2529 0.7568
N3 0.2634 1.2769 1.6264
N4 -0.4929 -0.8004 0.9332
O1 -0.7179 -1.7213 0.0761
H1 0.0407 -1.2503 -1.8924
H2 -1.6298 -1.0487 -2.0255
H3 1.3680 1.4557 -0.7646
H4 1.4745 -0.2744 -0.9633
H5 1.0851 1.7564 1.9397
H6 -0.3035 1.0852 2.4199
H7 -0.9580 -0.9759 1.7915

The calculation puts the HOMO energy (spin up / spin down) at -13.39 / -13.39 eV. Its energy above the lowest of the compared OMol25 structures with the same formula, charge and spin is 5.203 eV. Its structure (SMILES) is [NH2+]=NCC(=[NH2+])N[O-]. The calculation puts the frontier orbital gap (spin up / spin down) at 0.29624 / 0.29622 Eh. Its net charge is +1. The total energy comes out at -10184.090 eV.

---

Record 11
Computed, not measured: a cluster of 2 separate species, C2H7N4O in total, with ωB97M-V/def2-TZVPD.

Element x y z (Å)
C1 -0.6872 -2.4452 -1.4410
C2 0.2068 0.0184 1.0030
N1 1.6121 -1.2965 -0.3170
N2 1.0003 -0.1096 -0.0610
N3 -0.6338 1.0985 1.1352
N4 -0.5832 2.1280 0.1153
O1 0.4849 -2.3642 -1.4024
H1 -1.6109 -2.0538 -1.1202
H2 0.2692 -0.8932 1.7315
H3 2.2700 -1.3153 -1.0406
H4 -1.2177 1.2883 1.9516
H5 -0.5186 3.0111 0.5714
H6 0.9077 0.6777 -0.7811
H7 -1.4997 2.2558 -0.3447

The calculation puts the HOMO energy (spin up / spin down) at -12.37 / -11.89 eV. Its energy above the lowest of the compared OMol25 structures with the same formula, charge and spin is 6.941 eV. The calculation puts the frontier orbital gap (spin up / spin down) at 0.31693 / 0.27479 Eh. Its net charge is +1. The total energy comes out at -10182.353 eV.

---

Record 12
Computed, not measured: a cluster of 2 separate species, C2H7N4O in total, with ωB97M-V/def2-TZVPD.

Element x y z (Å)
C1 1.6895 1.0860 0.3668
C2 -0.0243 -0.5566 -0.7497
N1 1.6493 1.7270 -0.6253
N2 -1.0019 0.1811 -0.1988
N3 0.3338 -1.6805 -0.1795
N4 -1.6846 -0.2042 0.8280
O1 1.3281 0.3645 1.1884
H1 0.4886 -0.2810 -1.7390
H2 1.8209 2.7221 -0.8845
H3 -1.4221 0.8862 -0.7293
H4 -2.6774 -0.1621 0.8183
H5 1.1549 -2.1104 -0.4253
H6 -0.3928 -2.0629 0.5468
H7 -1.2622 0.0910 1.7832

The calculation puts the HOMO energy at -14.26 eV. Its energy above the lowest of the compared OMol25 structures with the same formula, charge and spin is 2.114 eV. The calculation puts the frontier orbital gap at 0.39457 Eh. Its net charge is +1. The total energy comes out at -10187.179 eV.

---

Record 13
Computed, not measured: the ion C2H7N4O with charge +1, with ωB97M-V/def2-TZVPD.

Element x y z (Å)
C1 -0.4317 0.6844 1.9316
C2 0.5891 0.2645 0.5391
N1 0.6442 -1.7493 1.6517
N2 0.4850 -1.1389 0.6049
N3 0.3006 0.6664 -0.7633
N4 -0.5249 -0.0664 -1.6455
O1 -0.4378 -0.0923 2.8070
H1 -0.6727 1.7384 1.9183
H2 1.5270 0.8228 0.7715
H3 0.2847 -2.6906 1.6697
H4 0.2875 1.6532 -0.9629
H5 -0.1112 -0.1120 -2.6124
H6 -0.1496 -1.4804 -0.2076
H7 -1.3581 0.3440 -1.9480

The calculation puts the HOMO energy (spin up / spin down) at -11.72 / -14.01 eV. As for the expectation value of S²: 2.01. Its energy above the lowest of the compared OMol25 structures with the same formula, charge and spin is 2.798 eV. As for the spin multiplicity: 3. The calculation puts the frontier orbital gap (spin up / spin down) at 0.26749 / 0.22959 Eh. Its net charge is +1. The total energy comes out at -10181.611 eV.

---

Record 14
Computed, not measured: the ion C2H7N4O2 with charge +1, with ωB97M-V/def2-TZVPD.

Element x y z (Å)
C1 -2.5233 0.7297 -0.2859
N1 -1.6908 -0.1178 0.2062
O1 -1.3507 -0.5897 1.2636
O2 -0.6576 -0.6087 -0.8888
N2 0.2410 -1.4769 -0.2870
C2 1.3196 -1.1241 0.3403
N3 1.9039 0.0257 0.3503
N4 1.2601 1.0908 -0.2164
H1 -3.2645 1.1674 0.4099
H2 -2.2949 0.9700 -1.2965
H3 -0.0160 -2.4245 -0.4440
H4 1.9996 -1.8588 0.6074
H5 2.6112 0.2712 1.0212
H6 1.6411 2.1148 -0.0601
H7 0.6272 0.9309 -0.9019

The calculation puts the HOMO energy at -13.56 eV. Its energy above the lowest of the compared OMol25 structures with the same formula, charge and spin is 6.749 eV. Its structure (SMILES) is C=[N+]([O-])ON/C=[NH+]\N. The calculation puts the frontier orbital gap at 0.36345 Eh. Its net charge is +1. The total energy comes out at -12229.298 eV.

---

Record 15
Computed, not measured: the ion C2H7N4S with charge +1, with ωB97M-V/def2-TZVPD.

Element x y z (Å)
H1 -1.4137 2.1943 0.7454
N1 -0.3762 1.9927 0.7929
C1 0.1304 0.9501 0.3500
C2 1.6000 0.8796 0.3806
S1 2.1397 -0.8160 0.3207
N2 0.8298 -1.1623 -0.8071
N3 -0.6662 -0.1065 -0.1623
N4 -1.6940 -0.6179 0.3158
H2 1.7846 1.4752 -0.4237
H3 2.0279 1.4609 1.2239
H4 0.9517 -2.1421 -1.0018
H5 0.8801 -0.5844 -1.6706
H6 -2.4727 -0.8267 -0.1994
H7 -1.8077 -0.7979 1.3090

The calculation puts the HOMO energy (spin up / spin down) at -13.34 / -13.34 eV. Its energy above the lowest of the compared OMol25 structures with the same formula, charge and spin is 3.427 eV. Its structure (SMILES) is [H]/N=C(/CSN)N=[NH2+]. The calculation puts the frontier orbital gap (spin up / spin down) at 0.30453 / 0.30450 Eh. Its net charge is +1. The total energy comes out at -18972.325 eV.

---

Record 16
Computed, not measured: the ion C2H7N4S with charge +1, with ωB97M-V/def2-TZVPD.

Element x y z (Å)
C1 -2.3831 0.6733 0.2054
N1 -2.0071 -0.6071 -0.3443
S1 -1.0800 -1.6674 0.3834
N2 0.8679 -1.2602 -0.3470
N3 1.9774 -0.7519 0.0274
C2 3.0670 -0.2737 -0.0223
N4 4.2702 -0.0159 0.3371
H1 -1.9775 0.7542 1.2112
H2 -1.9994 1.4853 -0.4128
H3 -3.4692 0.7536 0.2492
H4 -2.3653 -0.7918 -1.2761
H5 0.9523 -1.9882 -1.0465
H6 4.7481 0.8052 -0.0085
H7 4.7797 -0.6388 0.9569

The calculation puts the HOMO energy at -13.60 eV. Its energy above the lowest of the compared OMol25 structures with the same formula, charge and spin is 2.609 eV. Its structure (SMILES) is CNSNN=C=[NH2+]. The calculation puts the frontier orbital gap at 0.34625 Eh. Its net charge is +1. The total energy comes out at -18973.143 eV.

---

Record 17
Computed, not measured: an isolated molecule of C2H7N5O, with ωB97M-V/def2-TZVPD.

Element x y z (Å)
N1 0.8450 -0.7223 2.8214
N2 0.0161 0.3723 2.7075
C1 -0.1178 0.9467 1.4825
N3 0.0064 0.6602 0.1354
N4 0.3772 -0.6182 -0.1672
C2 0.2179 -1.0251 -1.3731
N5 -0.4532 -0.3143 -2.4309
O1 -0.3927 1.0443 -2.2570
H1 0.4938 -1.0571 3.6856
H2 0.6971 -1.3245 2.0649
H3 -0.5829 1.9619 1.5363
H4 -0.3853 1.3373 -0.5155
H5 0.3366 -2.0386 -1.7830
H6 0.1736 -0.5322 -3.2571
H7 -1.2316 1.3096 -2.6498

The calculation puts the HOMO energy at -7.22 eV. Its energy above the lowest of the compared OMol25 structures with the same formula, charge and spin is 4.813 eV. Its structure (SMILES) is N/N=C\N/N=C\NO. The calculation puts the frontier orbital gap at 0.28059 Eh. The total energy comes out at -11680.395 eV.

---

Record 18
Computed, not measured: a cluster of 2 separate species, C2H7N5O in total, with ωB97M-V/def2-TZVPD.

Element x y z (Å)
C1 0.7377 0.1497 1.0646
C2 0.0653 0.4971 -1.2368
H1 -0.4930 -2.4729 2.2304
H2 -1.1150 -1.2677 1.3514
H3 1.5928 0.7389 1.2074
H4 0.5242 2.5119 0.3832
H5 -0.6028 -1.7782 -0.9399
H6 -1.2595 -0.8915 -2.5912
H7 0.2810 2.3373 -1.2312
N1 -0.2816 -1.9480 1.2534
N2 0.8256 -1.1309 1.5146
N3 -0.0640 0.6835 0.1956
N4 -0.2877 -1.0044 -1.6064
N5 0.4359 1.5932 -2.0604
O1 -0.3590 1.9821 0.4654

The calculation puts the HOMO energy at -9.21 eV. Its energy above the lowest of the compared OMol25 structures with the same formula, charge and spin is 7.708 eV. The calculation puts the frontier orbital gap at 0.35086 Eh. The total energy comes out at -11677.500 eV.